Computed, not measured: a structure of composition C26H35BrFeN5O3S, with ωB97M-V with the def2-TZVPD basis set.

Computed properties:
Energy above the lowest of the compared OMol25 structures with the same formula, charge and spin ... 0.00 kJ/mol
Strongest force on any atom ... 0.0024 Eh/bohr
Net charge ... +1
2S+1 ... 5
<S²> ... 6.009
Lowest unoccupied orbital energy (spin up / spin down) ... -2.487 / -2.603 eV
Total energy ... -156383.1982 eV
HOMO-LUMO gap (spin up / spin down) ... 7.387 / 7.315 eV

XYZ file:
```
72
Properties=species:S:1:pos:R:3:forces:R:3
Fe 1.683596 0.411133 -0.237947 0.03 -0.07 -0.09
Br -6.905805 2.607606 1.360808 0.01 -0.01 0.00
C -5.436425 3.073422 2.458080 -0.01 0.00 0.00
C -5.264009 4.392278 2.844916 -0.01 0.01 0.00
C -4.188398 4.729302 3.652956 -0.01 0.01 0.01
C -3.274822 3.755973 4.023609 0.04 -0.02 0.02
C -3.471303 2.429995 3.658158 0.00 0.00 -0.01
C -4.559979 2.083942 2.876038 0.02 0.01 0.01
N -2.196791 4.115705 4.908719 -0.06 -0.01 -0.03
N -1.021291 3.893002 4.601840 0.03 0.04 -0.04
C -0.660030 3.419448 3.295206 0.00 -0.01 0.00
C -1.018916 4.053343 2.134896 0.00 0.00 0.01
C -0.551409 3.619098 0.882564 -0.03 0.02 -0.01
C 0.274548 2.522999 0.770626 0.02 0.04 -0.09
O 0.722545 2.063019 -0.388195 -0.02 -0.01 0.09
C 0.668177 1.865761 1.980177 0.04 -0.03 0.05
N 1.488212 0.780057 1.850216 0.00 0.01 -0.04
C 1.903013 0.159636 2.931665 -0.01 0.00 0.00
C 1.542394 0.564152 4.226305 0.00 0.00 -0.01
C 0.709761 1.638089 4.379326 0.00 0.00 0.00
C 0.237445 2.324191 3.238431 0.00 -0.02 0.04
H -5.970313 5.147367 2.529604 0.00 0.00 0.00
H -4.049008 5.749522 3.986784 0.00 0.00 0.00
H -2.775526 1.670736 3.992573 -0.01 -0.01 -0.01
H -4.730360 1.053920 2.594944 0.00 0.00 0.00
H -1.671237 4.915272 2.178284 0.00 0.00 0.00
H -0.837162 4.147830 -0.017258 0.00 0.01 0.00
H 2.552072 -0.696284 2.787086 0.00 0.00 0.01
H 1.926943 0.023408 5.079028 0.00 0.00 0.00
H 0.412268 1.980239 5.361937 0.00 0.00 0.00
C 0.369151 -4.217121 -1.387987 0.02 -0.01 -0.02
C -1.022202 -3.892947 -1.920097 0.01 0.00 0.00
C -1.645113 -2.652207 -1.291550 0.04 -0.01 0.04
S -0.660642 -1.174308 -1.575468 -0.04 0.12 0.00
O 0.297247 -1.132078 -0.375721 0.00 -0.06 0.02
C -1.890507 0.084843 -1.192514 -0.05 -0.01 0.08
C -2.816667 0.389900 -2.364383 0.00 0.01 -0.02
C -2.098386 1.035739 -3.544914 -0.01 0.01 0.00
H 0.748094 -5.131678 -1.844190 -0.01 -0.01 0.01
H 0.353153 -4.358032 -0.305799 0.01 0.01 0.00
H 1.079277 -3.415356 -1.603713 0.00 -0.01 0.01
H -1.695451 -4.730289 -1.727638 0.00 0.00 0.00
H -0.991562 -3.767567 -3.005222 0.00 0.00 0.01
H -1.715983 -2.725066 -0.203033 -0.03 0.00 0.00
H -2.637189 -2.451183 -1.699293 0.01 0.01 -0.02
H -1.287663 0.956064 -0.919527 0.00 -0.02 -0.08
H -2.421308 -0.256836 -0.301067 -0.01 -0.01 -0.01
H -3.589951 1.063150 -1.990226 0.00 0.00 0.02
H -3.342000 -0.514783 -2.684090 0.00 0.01 0.00
H -1.561791 1.931614 -3.227596 0.00 -0.01 0.00
H -2.809888 1.327427 -4.315961 0.00 -0.01 0.00
H -1.377319 0.356103 -4.002282 0.01 0.01 0.00
C 3.396633 -2.472772 0.407275 -0.03 0.00 -0.02
N 3.777718 -2.577871 -0.994670 0.01 0.05 0.00
C 4.911081 -3.459775 -1.269214 0.00 0.00 0.00
C 3.442714 -1.559176 -1.821613 0.04 -0.05 0.00
O 3.047068 -0.454596 -1.355393 0.00 0.04 0.06
N 3.540387 -1.725819 -3.151675 0.00 0.01 0.02
C 3.439765 -0.573494 -4.038321 -0.01 0.01 -0.01
C 3.484999 -3.027699 -3.802791 0.00 0.01 -0.01
H 3.506119 -3.455996 0.861106 0.00 0.00 0.00
H 2.349761 -2.183267 0.491471 -0.01 0.00 0.01
H 4.028840 -1.762483 0.948032 0.01 0.00 -0.01
H 5.627098 -3.375711 -0.450796 0.00 0.00 0.00
H 5.414667 -3.160907 -2.183115 0.01 0.00 0.02
H 4.599032 -4.501350 -1.353443 0.00 0.00 0.00
H 3.520959 0.342794 -3.465068 0.02 0.00 -0.01
H 2.483860 -0.581244 -4.566270 -0.01 0.01 0.01
H 4.244901 -0.612176 -4.772084 -0.01 -0.02 -0.01
H 3.153250 -3.788784 -3.102216 -0.01 0.00 -0.01
H 4.448262 -3.319280 -4.223718 0.00 0.01 -0.01
H 2.761396 -2.969944 -4.616602 -0.01 0.00 0.00
```
Positions in Å, forces in eV/Å.

Mulliken population analysis, charges in e, atoms 1 to 8: number 1, Fe, carries 0.96; number 2, Br, carries -0.17; number 3, C, carries 0.08; number 4, C, carries -0.41; number 5, C, carries -0.32; number 6, C, carries 0.02; number 7, C, carries 0.04; number 8, C, carries -0.64

---

Computed, not measured: an isolated molecule of C19H27NO3S, with ωB97M-V with the def2-TZVPD basis set.

Computed properties:
Energy above the lowest of the compared OMol25 structures with the same formula, charge and spin ... 0.00 kJ/mol
Strongest force on any atom ... 0.0134 Eh/bohr
Net charge ... 0
Lowest unoccupied orbital energy ... 0.574 eV
Total energy ... -38610.8050 eV
SMILES ... C[C@H]1[C@@H](NC(=O)COC(=O)CCSc2ccccc2)CCC[C@@H]1C
HOMO-LUMO gap ... 9.414 eV

XYZ file:
```
51
Properties=species:S:1:pos:R:3:forces:R:3
C -1.658239 2.875211 -1.232971 -0.15 -0.01 0.27
C -1.937147 2.028248 0.008637 0.21 -0.18 -0.37
C -2.550148 0.680173 -0.413836 -0.50 0.15 0.23
N -1.740272 0.007231 -1.407261 0.28 0.11 0.46
C -2.205795 -0.295422 -2.625394 0.51 -0.44 -0.16
O -3.301941 0.011243 -3.045361 -0.26 0.04 -0.32
C -1.224662 -1.072944 -3.507687 -0.33 0.25 -0.54
O -0.275363 -1.780789 -2.717552 -0.34 -0.05 0.25
C 0.917766 -2.032773 -3.260125 0.36 -0.33 0.13
O 1.241146 -1.723964 -4.373672 0.02 0.07 -0.11
C 1.823490 -2.706877 -2.247729 -0.06 0.09 -0.11
C 2.774128 -1.659137 -1.673452 -0.19 0.21 0.15
S 1.895796 -0.310892 -0.801823 0.26 0.01 0.12
C 2.210834 -0.693566 0.908511 -0.05 0.08 -0.42
C 2.522920 0.357754 1.760046 -0.02 -0.06 -0.09
C 2.747256 0.111138 3.101676 -0.01 0.01 0.11
C 2.668827 -1.181103 3.594767 0.01 0.03 0.09
C 2.358371 -2.226081 2.741276 0.00 -0.11 0.03
C 2.120136 -1.987298 1.399503 0.02 -0.01 0.08
C -2.794544 -0.234613 0.789863 0.16 -0.06 -0.16
C -1.528049 -0.420114 1.617560 -0.26 0.17 0.18
C -0.998046 0.934335 2.069078 0.24 -0.23 -0.24
C -0.682210 1.835506 0.873397 -0.31 0.25 0.42
C -0.133549 3.172947 1.367848 0.04 -0.26 -0.23
H -0.780081 2.505276 -1.757445 0.11 -0.01 -0.10
H -2.505313 2.829736 -1.913522 -0.07 0.03 -0.13
H -1.491102 3.914921 -0.967189 0.06 0.13 -0.03
H -2.692186 2.538198 0.617756 -0.01 -0.02 0.08
H -3.505773 0.874224 -0.914923 0.18 0.01 0.11
H -0.808585 -0.279958 -1.147168 0.05 -0.14 -0.13
H -0.702943 -0.379647 -4.178433 -0.13 -0.09 0.12
H -1.792373 -1.776854 -4.124324 0.06 0.14 0.13
H 2.407764 -3.477949 -2.752455 -0.08 0.02 -0.05
H 1.210940 -3.154638 -1.465038 0.08 -0.01 -0.03
H 3.322823 -1.176127 -2.482579 0.06 -0.10 0.04
H 3.476885 -2.098799 -0.967654 0.04 0.02 -0.08
H 2.589532 1.357996 1.361487 0.05 0.13 -0.04
H 2.991129 0.929963 3.762082 0.02 0.07 0.06
H 2.848485 -1.373771 4.641509 0.02 -0.01 0.09
H 2.291248 -3.234904 3.120566 0.00 -0.08 0.05
H 1.862995 -2.807823 0.746824 -0.05 -0.06 -0.07
H -3.164462 -1.198811 0.435963 -0.09 0.02 -0.01
H -3.569451 0.213942 1.414366 -0.07 0.02 0.04
H -1.744224 -1.044025 2.487334 0.06 -0.09 -0.04
H -0.763491 -0.931884 1.029678 0.10 -0.11 -0.02
H -0.095069 0.793574 2.667107 -0.01 0.07 0.07
H -1.744762 1.423439 2.699516 -0.04 0.09 0.09
H 0.091520 1.350905 0.267763 -0.02 -0.03 -0.06
H 0.253411 3.767648 0.545780 0.05 0.16 -0.05
H 0.675098 3.005624 2.076142 0.11 0.03 0.10
H -0.912720 3.741529 1.871557 -0.10 0.09 0.08
```
Positions in Å, forces in eV/Å.

natural (NBO) population analysis, charges in e, atoms 1 to 8: number 1, C, carries -0.62; number 2, C, carries -0.21; number 3, C, carries -0.05; number 4, N, carries -0.64; number 5, C, carries 0.66; number 6, O, carries -0.63; number 7, C, carries -0.17; number 8, O, carries -0.51

---

Computed, not measured: a structure of composition C4H4OS2, with ωB97M-V with the def2-TZVPD basis set.

Computed properties:
Energy above the lowest of the compared OMol25 structures with the same formula, charge and spin ... 254.73 kJ/mol
Strongest force on any atom ... 0.0611 Eh/bohr
Net charge ... 0
Lowest unoccupied orbital energy ... 0.080 eV
Total energy ... -27927.5229 eV
HOMO-LUMO gap ... 8.028 eV

XYZ file:
```
11
Properties=species:S:1:pos:R:3:forces:R:3
C -0.698953 0.260120 0.010639 -0.72 -0.66 -0.10
C -1.714208 1.158962 0.107595 2.79 -1.20 -0.79
C 0.302764 1.363009 -0.076991 -0.87 2.22 -1.61
C -0.897990 -1.202471 -0.026170 -1.26 0.52 0.71
O -0.907446 2.267649 0.055580 -0.56 1.46 -0.28
S -3.408383 0.779019 -0.051786 0.91 -0.07 0.30
S -2.790301 -1.257236 0.026049 -0.08 -0.85 0.18
H 0.858651 1.674638 0.801387 0.70 -0.58 -0.12
H 0.798977 1.682783 -1.118880 -0.94 -1.12 2.41
H -0.603506 -1.825548 -0.825569 0.33 0.10 -1.83
H -0.465999 -1.773134 0.780437 -0.31 0.17 1.13
```
Positions in Å, forces in eV/Å.

natural (NBO) population analysis, charges in e, atoms 1 to 8: number 1, C, carries -0.23; number 2, C, carries 0.16; number 3, C, carries -0.07; number 4, C, carries -0.46; number 5, O, carries -0.50; number 6, S, carries 0.20; number 7, S, carries 0.05; number 8, H, carries 0.21

---

Computed, not measured: an isolated molecule of C3H3N3S, with ωB97M-V with the def2-TZVPD basis set.

Computed properties:
Energy above the lowest of the compared OMol25 structures with the same formula, charge and spin ... 263.18 kJ/mol
Strongest force on any atom ... 0.0933 Eh/bohr
Net charge ... 0
Lowest unoccupied orbital energy ... -1.663 eV
Total energy ... -18462.3553 eV
SMILES ... S/C=C1/N=CN=N1
HOMO-LUMO gap ... 7.980 eV

XYZ file:
```
10
Properties=species:S:1:pos:R:3:forces:R:3
S -1.586502 -0.893726 1.922770 0.71 -2.96 0.64
C -0.533135 -0.990499 0.585372 -0.19 -1.38 0.77
C -0.198099 0.125209 -0.086092 1.32 0.29 -1.66
N 0.661871 -0.107685 -1.147340 0.40 3.22 -0.27
C 1.028433 1.185550 -1.374686 1.07 -4.49 -1.33
N 0.581358 2.092020 -0.545704 -3.28 0.36 2.30
N -0.315826 1.465842 0.239008 1.30 0.35 -0.04
H -1.331163 -2.289502 2.294065 -0.70 2.33 -0.40
H -0.027781 -1.977533 0.261526 -1.15 1.82 0.55
H 1.720844 1.390324 -2.148919 0.53 0.44 -0.56
```
Positions in Å, forces in eV/Å.

natural (NBO) population analysis, charges in e, atoms 1 to 8: number 1, S, carries 0.20; number 2, C, carries -0.18; number 3, C, carries 0.07; number 4, N, carries -0.42; number 5, C, carries 0.13; number 6, N, carries -0.22; number 7, N, carries -0.20; number 8, H, carries 0.16

---

- Which formula does entry 3 have?
  C4H4OS2

---

- Look up the energy above the lowest of the compared OMol25 structures with the same formula, charge and spin of the second one.
  0.00 kJ/mol